1.
The following is a quantum chemistry calculation of a single C9H11N2P molecule, from the OMol25 dataset.

Each line ends with the natural charge from an NBO analysis.
Cartesian coordinates (Å):
C (1.38613, 3.29438, -1.74337)  -0.20
C (0.51744, 2.41439, -2.32023)  -0.22
C (1.87001, 3.11410, -0.48253)  -0.29
C (1.63562, 2.07172, 0.29442)  0.03
C (0.31023, 1.12499, -1.71695)  -0.32
C (-0.10963, -0.81859, 0.71627)  0.47
C (-1.98112, -1.87975, 2.06566)  -0.59
C (-0.86882, -2.99710, 0.12954)  -0.56
C (-0.64553, -1.97934, 1.32197)  -0.37
N (0.50951, 0.20422, 0.65460)  -0.19
N (0.74421, 1.10497, -0.29728)  -0.25
P (-0.45758, -0.18068, -2.50523)  0.02
H (1.68656, 4.11158, -2.35551)  0.22
H (0.40316, 2.23362, -3.35349)  0.23
H (2.62227, 3.83751, -0.09804)  0.22
H (2.05107, 1.91687, 1.26919)  0.23
H (-2.76855, -1.51955, 1.50820)  0.22
H (-1.93359, -1.11588, 2.93441)  0.21
H (-2.33489, -2.87777, 2.36237)  0.22
H (-1.68355, -3.58142, 0.38697)  0.20
H (-0.01942, -3.58059, -0.01243)  0.21
H (-1.09116, -2.51872, -0.74104)  0.24
H (0.15763, -2.37896, 1.98250)  0.25

Properties
Energy relative to the best compared isomer or geometry (same formula, charge and spin), kJ/mol: 586.3
HOMO energy (spin up / spin down), eV: -6.49 / -6.49
HOMO-LUMO gap (spin up / spin down), eV: 6.0925 / 6.0977

=====

2.
The following is a quantum chemistry calculation of a molecular structure, C3H9N3S, from the OMol25 dataset.

Each line ends with the natural charge from an NBO analysis.
Cartesian coordinates (Å):
C (1.17990, -0.96886, -0.68410)  -0.43
C (0.23279, 1.06830, -1.53125)  -0.42
C (-0.78129, -0.04061, 1.78660)  0.29
H (1.40600, -1.03370, -1.85144)  0.20
H (2.10683, -0.28011, -0.18929)  0.18
H (1.05771, -2.06414, -0.37550)  0.24
H (0.30352, 0.52640, -2.54466)  0.21
H (-0.55155, 1.74847, -1.38071)  0.22
H (1.34885, 1.43329, -1.45226)  0.19
H (0.72497, 1.24274, 1.29808)  0.42
H (-2.50145, -0.98255, 1.82383)  0.37
H (-2.15645, -0.41620, 0.10742)  0.39
N (0.02171, -0.08160, -0.50880)  -0.27
N (0.08278, 0.42217, 0.80093)  -0.51
N (-1.78004, -0.90639, 1.24464)  -0.79
S (-0.69429, 0.33280, 3.45651)  -0.26

Properties
Energy relative to the best compared isomer or geometry (same formula, charge and spin), kJ/mol: 372.4
HOMO energy, eV: -8.30
HOMO-LUMO gap, eV: 8.8821

=====

3.
The following is a quantum chemistry calculation of a single C2H3N3 molecule, from the OMol25 dataset.

Each line ends with the natural charge from an NBO analysis.
Cartesian coordinates (Å):
C (-0.18122, -1.04081, -0.02073)  0.14
C (-0.09873, 1.12007, -0.08878)  0.12
N (-1.40178, -0.60574, 0.04396)  -0.29
N (-1.31568, 0.71695, 0.04609)  -0.28
N (0.71580, -0.03502, -0.01361)  -0.58
H (0.10437, -2.12554, -0.23820)  0.21
H (0.24307, 2.22250, 0.08003)  0.22
H (1.93416, -0.25241, 0.19123)  0.46

Properties
Energy relative to the best compared isomer or geometry (same formula, charge and spin), kJ/mol: 168.1
HOMO energy, eV: -9.72
HOMO-LUMO gap, eV: 9.9925
SMILES string: c1nnc[nH]1

=====

4.
The following is a quantum chemistry calculation of a molecular structure, C11H32FeN2O16V, from the OMol25 dataset.

Each line ends with the Mulliken spin population.
Cartesian coordinates (Å):
V (-13.92950, 1.83644, 7.22293)  2.08
Fe (-16.30837, 3.49561, 5.11308)  4.10
C (-13.81571, 2.25818, 4.52143)  -0.07
O (-14.94046, 1.82181, 5.04928)  0.30
O (-12.88647, 2.03013, 5.36216)  0.04
O (-14.24855, 3.47525, 4.32530)  0.29
C (-14.67895, -0.17490, 8.28476)  0.03
O (-15.63142, 0.31146, 7.49015)  -0.06
O (-14.27473, 0.69748, 9.12032)  -0.01
O (-13.76918, -0.35767, 7.36054)  -0.06
C (-15.23015, 4.28430, 7.55931)  0.00
O (-14.01856, 3.90052, 7.77676)  -0.01
O (-15.65250, 5.06224, 6.55665)  0.13
O (-15.76499, 3.14806, 7.20404)  0.13
O (-16.48001, 5.22963, 3.80293)  0.03
H (-16.74149, 5.09167, 2.88657)  0.00
H (-16.22190, 6.15548, 3.87165)  0.00
O (-17.58578, 1.47563, 6.00073)  0.01
H (-18.29489, 0.83586, 5.88223)  0.00
H (-16.94640, 1.03889, 6.57584)  0.01
O (-11.92281, 1.96625, 7.84302)  0.00
H (-11.46686, 1.88584, 8.68730)  0.00
H (-11.26823, 2.27773, 7.20008)  0.00
O (-11.68262, 5.07745, 4.36394)  0.00
H (-10.98557, 4.73078, 4.92685)  0.00
H (-12.34842, 4.37160, 4.32874)  0.01
O (-17.28631, 2.53089, 3.51134)  0.04
H (-18.12759, 2.86696, 3.18174)  0.00
H (-17.30971, 1.56763, 3.36215)  0.00
C (-15.97980, -0.11849, 1.55830)  0.00
C (-16.00079, -1.18847, 2.64776)  0.00
C (-14.56197, -1.60051, 2.98232)  -0.01
O (-13.83757, -2.12492, 1.89214)  0.00
C (-14.27705, -3.39308, 1.46129)  0.00
N (-16.66733, -0.65036, 3.85287)  0.00
H (-15.42639, -0.54191, 0.71209)  0.00
H (-15.42437, 0.76939, 1.87419)  0.00
H (-16.95398, 0.12860, 1.13560)  0.00
H (-16.58667, -2.01669, 2.24198)  0.00
H (-14.55355, -2.34532, 3.79516)  0.00
H (-14.06693, -0.70742, 3.37424)  0.00
H (-14.17151, -4.14608, 2.25263)  0.00
H (-13.62373, -3.65480, 0.62717)  0.00
H (-15.29375, -3.43617, 1.05025)  0.00
H (-16.67015, -1.41384, 4.52344)  0.00
H (-16.10737, 0.10960, 4.23572)  0.00
C (-10.45098, -0.07891, 2.99822)  0.00
C (-9.76081, 1.18357, 3.44152)  0.00
C (-9.95052, 2.40826, 2.56460)  0.00
O (-9.51439, 2.15331, 1.24427)  0.00
C (-9.82619, 3.23477, 0.39281)  0.00
N (-10.16800, 1.49436, 4.83431)  0.00
H (-10.15329, -0.94055, 3.59920)  0.00
H (-10.15739, -0.36405, 1.98696)  0.00
H (-11.53607, 0.03012, 3.07636)  0.00
H (-8.67218, 1.05322, 3.47891)  0.00
H (-9.29300, 3.20333, 2.96022)  0.00
H (-10.97194, 2.81843, 2.59917)  0.00
H (-9.53797, 2.96800, -0.62203)  0.00
H (-9.27442, 4.12681, 0.70512)  0.00
H (-10.91013, 3.38835, 0.40409)  0.00
H (-9.98596, 2.48297, 4.99483)  0.00
H (-11.17878, 1.38178, 4.88708)  0.00

Properties
Expectation value of S²: 15.794
2S+1: 8
HOMO energy (spin up / spin down), eV: -7.57 / -7.63
HOMO-LUMO gap (spin up / spin down), eV: 6.1350 / 5.2265

=====

5.
The following is a quantum chemistry calculation of 14 unconnected molecules or ions with the total composition C46H92O29S5, from the OMol25 dataset.

Each line ends with the Mulliken charge.
Cartesian coordinates (Å):
C (1.19012, 4.16186, -3.39796)  -0.52
C (-0.19727, 4.41975, -2.90784)  0.62
C (0.01038, 5.54737, -1.96374)  -0.40
O (1.17439, 5.18268, -1.23075)  -0.36
C (2.05986, 4.47536, -2.14489)  0.43
H (1.32472, 4.84755, -4.23576)  0.40
H (1.31434, 3.13058, -3.72777)  0.19
H (-0.69032, 3.52973, -2.50843)  -0.65
H (-0.83506, 4.61619, -3.77437)  0.49
H (-0.87837, 5.69153, -1.34273)  0.02
H (0.11356, 6.54267, -2.40826)  0.26
H (2.32184, 3.49730, -1.73457)  -0.65
H (2.95703, 5.09224, -2.18519)  0.30
C (-3.19434, -2.11591, 1.66724)  1.08
C (-4.00317, -0.97580, 1.09964)  0.55
C (-5.25144, -0.96156, 1.96670)  -0.45
O (-4.84718, -1.46567, 3.19991)  -0.49
C (-3.64758, -2.18866, 3.09231)  -0.42
H (-2.10680, -2.04413, 1.63064)  -0.58
H (-3.48612, -2.99010, 1.07571)  -0.18
H (-4.17533, -1.04308, 0.02363)  0.18
H (-3.35405, -0.09243, 1.07156)  -0.52
H (-6.09121, -1.50776, 1.52105)  0.30
H (-5.66477, 0.04132, 2.10230)  0.08
H (-3.73013, -3.23045, 3.40841)  0.32
H (-2.83812, -1.71192, 3.65512)  0.11
C (-0.03024, 0.59135, 0.65188)  0.57
C (-0.56437, 0.60716, -0.75279)  0.83
C (-0.74617, -0.85991, -1.10161)  0.04
O (-0.04260, -1.60770, -0.10245)  0.23
C (0.73049, -0.74364, 0.74560)  0.73
H (-0.85895, 0.61419, 1.36579)  0.04
H (0.51646, 1.51758, 0.83554)  -0.20
H (0.28192, 0.99139, -1.33056)  0.05
H (-1.43180, 1.25246, -0.87809)  -0.35
H (-0.38617, -1.05147, -2.11377)  -0.59
H (-1.79848, -1.13921, -1.00626)  -0.52
H (1.75423, -0.76216, 0.36107)  -0.68
H (0.74210, -1.19805, 1.73687)  -0.64
C (1.40201, 6.07919, 3.60386)  -0.33
C (1.31773, 5.98806, 2.08035)  -0.39
C (0.04456, 5.19915, 1.80253)  0.69
O (-0.53594, 4.94063, 3.06322)  -0.42
C (-0.03792, 5.90838, 3.99839)  -0.73
H (1.91476, 6.97516, 3.95194)  0.45
H (1.90071, 5.23375, 4.08305)  0.00
H (2.21872, 5.46992, 1.74944)  -0.02
H (1.33648, 6.97180, 1.61100)  0.46
H (0.36628, 4.21538, 1.45119)  -0.58
H (-0.68832, 5.63258, 1.12019)  0.24
H (-0.18978, 5.56033, 5.02058)  0.39
H (-0.66831, 6.79875, 3.90024)  0.31
C (0.13146, 2.05694, 4.30450)  0.18
C (1.55687, 2.08545, 3.68627)  -0.03
C (1.99491, 0.62852, 3.77299)  0.46
O (1.00640, -0.19168, 4.29952)  -0.10
C (0.20433, 0.73220, 5.04086)  -1.15
H (-0.63928, 2.00608, 3.53539)  -0.28
H (-0.06694, 2.90054, 4.96090)  0.34
H (2.23334, 2.68184, 4.29820)  0.69
H (1.56759, 2.49724, 2.67789)  -0.56
H (2.85439, 0.59467, 4.45511)  0.36
H (2.36074, 0.28104, 2.80346)  -0.72
H (0.72407, 0.87379, 5.99736)  0.36
H (-0.77384, 0.34634, 5.33240)  0.51
C (-2.15537, 1.60243, -4.02254)  1.01
C (-3.17796, 2.58065, -4.55866)  -0.83
C (-4.36881, 1.68085, -4.81884)  -0.56
O (-3.92347, 0.29153, -4.80573)  -0.45
C (-2.49418, 0.29230, -4.75569)  0.45
H (-2.36585, 1.58639, -2.95188)  -0.80
H (-1.12633, 1.91426, -4.20828)  0.31
H (-2.79768, 3.02905, -5.47758)  0.34
H (-3.34447, 3.33544, -3.79100)  0.29
H (-4.78772, 1.86317, -5.80887)  0.29
H (-5.13724, 1.82478, -4.05912)  0.32
H (-2.02033, 0.15973, -5.72982)  0.28
H (-2.11960, -0.50859, -4.11399)  -0.66
C (-3.67332, 3.95570, 0.00012)  0.48
C (-5.14339, 4.34234, 0.03550)  -0.90
C (-5.77401, 3.09363, 0.58632)  -0.39
O (-4.81596, 2.81008, 1.61656)  -0.47
C (-3.47603, 3.34864, 1.42883)  0.54
H (-3.04990, 4.76503, -0.37917)  -0.09
H (-3.54457, 3.08989, -0.65480)  -0.19
H (-5.54229, 4.63154, -0.94128)  0.39
H (-5.40046, 5.19026, 0.67254)  0.35
H (-5.78804, 2.24446, -0.10314)  0.11
H (-6.77319, 3.20028, 1.00619)  0.38
H (-2.77378, 2.51890, 1.41405)  -0.39
H (-3.40784, 4.12592, 2.18678)  0.21
C (-3.40828, -3.69383, -2.36667)  1.04
C (-4.66337, -3.00066, -1.82923)  0.03
C (-5.84620, -3.77513, -2.36061)  -0.61
O (-5.29790, -5.07215, -2.62122)  -0.49
C (-3.87469, -5.11658, -2.40516)  -0.35
H (-2.49594, -3.47804, -1.81177)  -0.71
H (-3.24062, -3.30265, -3.37322)  0.00
H (-4.61644, -1.98156, -2.22306)  0.37
H (-4.68313, -2.91708, -0.74381)  -0.31
H (-6.36641, -3.29302, -3.18724)  0.24
H (-6.51477, -3.88039, -1.50296)  0.30
H (-3.50203, -5.68250, -3.25869)  0.26
H (-3.65747, -5.56435, -1.43384)  0.19
C (4.15270, 1.11985, -3.15828)  0.64
C (3.93918, 0.61551, -4.55085)  -0.85
C (3.05580, -0.63550, -4.33440)  -0.08
O (3.54335, -1.18077, -3.09719)  -0.54
C (3.81704, -0.09529, -2.21605)  0.90
H (3.47289, 1.93668, -2.90653)  -0.69
H (5.15679, 1.50945, -2.98787)  0.28
H (4.89790, 0.39934, -5.02452)  0.30
H (3.47781, 1.32458, -5.23994)  0.38
H (3.07843, -1.38108, -5.12646)  0.40
H (1.99637, -0.46527, -4.12275)  -0.07
H (4.65917, -0.42412, -1.60532)  -0.20
H (3.01459, 0.16597, -1.52096)  -0.50
C (1.82880, -2.95527, 5.30108)  0.07
C (0.61767, -3.20045, 4.38107)  0.60
O (0.08672, -4.44195, 4.74793)  -0.42
S (1.26046, -5.43389, 5.36422)  1.04
O (1.91833, -6.14269, 4.30372)  -0.48
O (0.84912, -6.19240, 6.51549)  -0.60
O (2.16345, -4.18586, 5.85161)  -0.41
H (1.53391, -2.26136, 6.08777)  0.41
H (2.59036, -2.52070, 4.65515)  -0.09
H (0.91025, -3.12002, 3.32933)  -0.43
H (-0.17339, -2.44978, 4.37423)  0.29
C (6.04783, -2.99702, 2.29551)  -0.44
C (5.29649, -1.68408, 2.11818)  0.01
O (4.00756, -1.97423, 1.55534)  -0.04
S (3.79722, -3.57466, 1.34008)  1.12
O (3.31354, -3.87556, 0.02808)  -0.62
O (3.01675, -4.13967, 2.44248)  -0.42
O (5.38885, -3.96287, 1.49873)  -0.39
H (6.09144, -3.43492, 3.29191)  0.33
H (7.02037, -2.79694, 1.84603)  0.32
H (5.69354, -1.08549, 1.30131)  0.01
H (5.23125, -1.18203, 3.08225)  0.24
C (-0.41482, -4.80688, 0.20183)  0.94
C (0.19659, -5.55412, 1.38487)  0.61
O (-0.29276, -6.89748, 1.22126)  -0.41
S (-1.53254, -7.04143, 0.15012)  1.06
O (-2.79878, -6.78856, 0.79059)  -0.55
O (-1.39258, -8.27608, -0.59371)  -0.60
O (-0.93140, -5.77125, -0.68290)  -0.26
H (0.28498, -4.23469, -0.40409)  -0.22
H (-1.20484, -4.12799, 0.52818)  -0.52
H (-0.12979, -5.02741, 2.28002)  -0.09
H (1.28087, -5.62269, 1.35906)  0.07
C (-0.14133, -3.84236, -3.18872)  1.11
C (1.37106, -3.95663, -3.54408)  -0.12
O (1.46667, -3.53254, -4.87758)  -0.46
S (0.12023, -2.83999, -5.45059)  1.28
O (-0.59876, -3.72582, -6.34105)  -0.64
O (0.37739, -1.49814, -5.93360)  -0.54
O (-0.56781, -2.77739, -3.99273)  0.15
H (-0.29927, -3.52725, -2.15859)  -1.38
H (-0.73422, -4.75483, -3.26982)  0.33
H (1.74312, -4.97062, -3.40189)  0.39
H (1.96634, -3.31264, -2.89400)  0.17
C (6.96653, 1.86019, 0.42780)  -0.42
C (6.49522, 3.29134, 0.18257)  -0.40
O (5.26549, 3.44512, 0.86091)  -0.39
S (4.58306, 2.00517, 1.28478)  0.88
O (3.31381, 1.93502, 0.61090)  -0.15
O (4.67332, 1.85818, 2.71444)  -0.66
O (5.69344, 1.16172, 0.47396)  -0.22
H (7.38115, 1.72451, 1.42784)  0.32
H (7.65742, 1.46471, -0.31085)  0.36
H (6.23935, 3.48512, -0.86056)  0.26
H (7.18294, 4.04071, 0.57215)  0.32

Properties
Energy relative to the best compared isomer or geometry (same formula, charge and spin), kJ/mol: 80.5
HOMO energy, eV: -9.14
HOMO-LUMO gap, eV: 8.6807